Record 1
98
Properties=species:S:1:pos:R:3:mulliken_charge:R:1 method="wB97M-V/def2-TZVPD" charge=-2 orbital_gap_ev=5.8 spin_multiplicity=1 homo_ev=-1.5 lumo_energy_ev=4.3
Ca 0.3921 0.5583 -0.5302 1.396
C 3.4590 0.9470 -3.7657 -0.390
C 2.6350 -0.0406 -4.5490 -0.728
C 1.2103 -0.1852 -4.0163 -1.178
N 1.2076 -0.7659 -2.6778 0.423
C 1.4950 -2.0218 -2.5753 0.400
C 1.6608 -2.9332 -3.7349 -1.393
C 2.2836 -4.1325 -3.9516 -0.244
C 2.9818 -4.9676 -3.0134 -0.765
C 3.2200 -4.5691 -1.7404 -0.713
C 2.6308 -3.5173 -0.9444 -0.801
C 1.6376 -2.4976 -1.1783 1.469
N 1.0073 -1.8332 -0.2405 0.270
C 1.2985 -2.2844 1.1315 -1.197
C 2.5752 -1.6550 1.7103 -0.610
C 2.4708 -0.1662 1.9877 -1.175
N 2.4370 0.7523 0.8239 0.469
C 3.4395 1.5074 0.5546 1.042
C 4.7402 1.2766 1.1324 -0.981
C 5.9138 1.9352 1.0046 -0.324
C 6.3229 3.0711 0.2559 -0.693
C 5.4538 3.7317 -0.6285 -0.332
C 4.1286 3.5120 -1.0316 -1.242
C 3.2155 2.4093 -0.6695 0.371
N 2.0752 2.1591 -1.3041 0.901
C 1.9076 2.7722 -2.6407 -1.195
C 2.9824 2.3986 -3.7436 -0.990
H 4.4932 0.9975 -4.2431 0.361
H 3.5704 0.5725 -2.7882 0.119
H 3.1151 -1.0179 -4.6538 0.495
H 2.4899 0.3732 -5.5727 0.400
H 0.6144 -0.7969 -4.7026 0.360
H 0.8314 0.8112 -3.9955 0.158
H 1.2845 -2.5506 -4.6216 0.380
H 2.2776 -4.4202 -4.9967 0.293
H 3.5165 -5.8113 -3.4064 0.290
H 3.8824 -5.2622 -1.1721 0.242
H 2.9061 -3.6043 0.1013 0.134
H 1.3024 -3.3856 1.2029 0.471
H 0.4489 -1.9624 1.7659 0.040
H 3.3865 -1.8450 1.0044 0.362
H 2.9278 -2.1148 2.6015 0.677
H 3.3091 0.1267 2.6225 0.831
H 1.5792 0.1666 2.5813 -0.378
H 4.8418 0.3453 1.7134 0.033
H 6.7999 1.4646 1.5427 0.168
H 7.3642 3.3684 0.3287 0.280
H 5.8682 4.4580 -1.3142 0.255
H 3.6804 4.1408 -1.7635 0.390
H 1.8306 3.8635 -2.5984 0.480
H 0.8869 2.4330 -3.0403 -0.099
H 3.9090 2.9806 -3.7127 0.468
H 2.5122 2.6475 -4.6488 0.567
C -1.4256 4.6779 1.4666 -1.859
C -0.8940 3.1837 1.5158 0.244
O -0.1633 2.7760 0.6251 -0.399
C -1.2775 2.3405 2.6201 0.788
C -1.6305 2.9366 3.8078 -0.700
C -1.7940 2.2624 4.9835 -1.069
C -1.7229 0.8830 4.9898 -0.341
C -1.3856 0.2312 3.8688 -0.560
C -1.0790 0.9420 2.6742 -0.003
O -0.7036 0.2557 1.6894 0.492
H -0.7224 5.3834 1.9317 0.337
H -2.3976 4.7865 1.8883 0.520
H -1.4002 4.9078 0.3534 0.335
H -1.8007 4.0102 3.7552 0.328
H -2.0627 2.8395 5.8901 0.257
H -2.0148 0.2454 5.8742 0.273
H -1.4526 -0.7971 3.6679 0.431
C -7.6491 -2.5907 0.9269 -0.938
C -7.3008 -2.7847 2.4035 -0.146
O -6.0207 -3.5109 2.5305 -0.332
P -4.6340 -2.4834 2.5624 -0.211
O -3.9213 -3.0141 1.1645 -0.313
C -2.5441 -2.7472 0.9809 0.512
C -2.4517 -2.3700 -0.4596 -0.662
O -5.2753 -1.1202 2.0929 0.055
C -4.4075 0.0524 2.0332 0.782
C -5.2506 1.2563 1.4997 -1.470
H -8.6283 -2.0612 0.7434 0.315
H -7.7973 -3.5813 0.5293 0.303
H -6.8752 -1.9722 0.3527 0.203
H -8.1415 -3.3412 2.8968 0.332
H -7.2573 -1.8182 2.9085 0.193
H -1.9561 -3.6278 1.2339 0.494
H -2.2215 -1.8968 1.6440 -0.521
H -2.8697 -3.1891 -1.0751 0.401
H -1.4035 -2.1712 -0.7101 -0.238
H -3.0151 -1.4593 -0.5923 0.207
H -3.5693 -0.1430 1.3775 -0.287
H -3.9385 0.3048 2.9501 0.195
H -5.8384 0.9189 0.6513 0.381
H -4.5156 2.0314 1.3292 0.378
H -5.9202 1.4945 2.3383 0.324
F -3.2537 1.5592 -2.8408 -0.231
B -1.9625 1.7779 -2.4356 -0.037
F -1.8647 3.1830 -2.5372 -0.329

---

Record 2
78
Properties=species:S:1:pos:R:3:mulliken_charge:R:1 method="wB97M-V/def2-TZVPD" orbital_gap_ev=9.1 spin_multiplicity=1 homo_ev=-8.6 lumo_energy_ev=0.5
C 5.6900 1.2979 0.0689 -1.306
S 4.9816 2.7701 -0.6390 0.920
O 4.1864 3.4660 0.4719 -0.699
C 6.4052 3.7990 -0.7421 -1.325
H 6.6309 0.9138 -0.4226 0.395
H 4.9564 0.5912 0.2650 0.215
H 6.1220 1.4191 0.9363 0.550
H 6.6447 3.8193 -1.8487 0.378
H 7.2432 3.4064 0.0128 0.230
H 6.3316 4.7233 -0.6905 0.607
C 3.6899 5.7187 -2.2668 -0.992
S 3.0380 4.4438 -3.4289 0.404
O 4.1223 3.4310 -3.6699 -0.592
C 1.8829 3.6519 -2.3783 -0.638
H 4.7230 5.7553 -2.2441 0.324
H 3.6345 5.5228 -1.1584 0.325
H 3.2688 6.6062 -2.6597 0.392
H 0.9767 4.1336 -2.0056 0.525
H 2.2318 3.4300 -1.3576 -0.038
H 1.4733 2.7275 -2.8745 0.374
C -3.0553 -7.4749 -0.2899 -0.894
S -1.9897 -6.1880 -0.9587 0.433
O -2.5506 -4.8366 -0.5963 -0.581
C -0.5816 -6.3035 0.0281 -0.836
H -3.1111 -7.6889 0.7366 0.339
H -2.9045 -8.5099 -0.9751 0.284
H -4.0477 -7.1455 -0.7117 0.304
H 0.0801 -5.5977 -0.3033 0.218
H -0.0766 -7.2598 0.0539 0.464
H -0.7268 -6.0441 1.1566 0.277
C 1.8445 -0.6571 -0.2185 -0.291
C 0.9821 0.5714 -0.3495 -0.146
C -0.4942 0.3972 -0.4523 -0.082
C -0.9847 -0.8412 -0.2073 -0.110
C -0.2864 -1.8949 0.0014 -0.445
C 1.2297 -1.8888 -0.2115 -0.839
H 2.8967 -0.7103 -0.4175 0.309
H 1.3638 1.6367 -0.4011 0.330
H -1.0688 1.4474 -0.6353 0.032
H -2.1323 -0.9308 -0.2116 0.215
H -0.6729 -2.7876 0.3892 0.471
H 1.6321 -2.8722 -0.0566 0.462
C -3.3538 3.5814 -2.2793 -0.277
C -3.2103 3.9977 -3.6653 -0.586
C -2.9945 3.1095 -4.7615 -0.207
C -3.0676 1.7212 -4.4470 -0.525
C -3.3167 1.3549 -3.1571 -0.514
C -3.4712 2.3102 -1.9831 -0.341
H -3.5167 4.1503 -1.4607 0.570
H -2.9004 5.1093 -3.8188 0.220
H -2.7237 3.4672 -5.7879 0.357
H -3.2133 0.9417 -5.2082 0.330
H -3.2158 0.3886 -2.8693 0.489
H -3.5077 1.9494 -0.9638 0.490
C 3.1128 -4.1732 2.1140 -0.232
C 1.9623 -3.3226 2.7524 -0.086
C 2.0975 -2.6680 4.0593 -0.590
C 3.2368 -3.0135 4.7451 -0.069
C 4.2580 -3.7797 4.3688 -0.681
C 4.2870 -4.2981 2.8908 -0.645
H 3.0756 -4.7141 1.2079 0.408
H 1.0221 -3.2686 2.3078 0.497
H 1.3710 -2.1041 4.5984 0.417
H 3.2844 -2.5572 5.8708 0.120
H 5.0822 -3.9770 4.8228 0.563
H 4.9408 -5.0803 2.5381 0.321
C -6.5781 0.7417 3.6025 -0.152
C -7.2956 1.8407 3.0411 -0.624
C -6.7098 2.4582 1.9129 -0.522
C -5.6196 1.7454 1.3195 0.107
C -4.9911 0.5904 1.8342 0.272
C -5.4829 0.0014 3.0379 -0.603
H -6.6915 0.2678 4.6451 0.209
H -8.0395 2.3514 3.5227 0.432
H -7.1570 3.1529 1.2841 0.409
H -5.2327 2.2726 0.3879 0.008
H -3.9649 0.2460 1.3334 0.007
H -5.0547 -0.8412 3.4665 0.467

---

Record 3
8
Properties=species:S:1:pos:R:3:nbo_charge:R:1 method="wB97M-V/def2-TZVPD" orbital_gap_ev=10.0 spin_multiplicity=1 homo_ev=-10.4 lumo_energy_ev=-0.3
O -0.1702 -1.2331 2.3064 -0.518
C -0.2412 -0.2297 1.7041 1.035
N 0.3434 -0.9448 -0.6500 -0.740
C 0.2354 0.1832 -1.1484 0.501
N 0.8209 1.2537 -1.2028 -0.468
O -0.2575 0.9092 1.3956 -0.545
H -0.1586 -1.7109 -1.0507 0.390
H -0.5722 1.7725 -1.3540 0.346

---

Record 4
11
Properties=species:S:1:pos:R:3:nbo_charge:R:1 method="wB97M-V/def2-TZVPD" orbital_gap_ev=9.9 spin_multiplicity=1 homo_ev=-10.4 lumo_energy_ev=-0.5
N 1.3123 -1.3791 -0.8050 -0.726
C 0.3904 -1.5687 0.0408 0.410
O -0.3816 -0.5721 0.5016 -0.491
C -0.0859 0.6986 -0.0836 -0.089
C -2.2832 1.5627 0.5316 0.291
C -0.9955 1.7569 0.5033 -0.628
H 1.7803 -2.2526 -1.0290 0.357
H 0.0918 -2.5144 0.5014 0.161
H -0.2046 0.6174 -1.1679 0.215
H 0.9524 0.9616 0.1177 0.213
H -0.5764 2.6899 0.8889 0.287

---

Record 5
59
Properties=species:S:1:pos:R:3:mulliken_spin:R:1 method="wB97M-V/def2-TZVPD" s2=0.758 charge=+2 orbital_gap_ev="7.3 / 6.7" spin_multiplicity=2 homo_ev="-13.6 / -13.7" lumo_energy_ev="-6.3 / -7.1"
Re -0.3110 -0.5548 -0.3060 0.755
C 0.0470 2.6162 2.8250 0.000
C 0.1788 1.4546 1.9026 0.043
N -0.6875 1.1244 1.0012 0.001
N -1.8041 1.9104 0.8536 -0.002
C -2.7679 1.3033 0.2065 0.006
N -3.9188 1.9563 0.0070 0.000
S -2.6634 -0.3340 -0.4046 0.032
C 1.3126 0.5309 1.9839 -0.003
C 2.3263 0.6366 2.9276 0.002
C 3.3120 -0.3328 2.9779 -0.002
C 3.2505 -1.3994 2.0894 -0.001
C 2.2239 -1.4465 1.1705 -0.020
N 1.2835 -0.4938 1.1004 0.009
H -0.9270 3.0793 2.7145 0.000
H 0.8211 3.3576 2.6132 0.002
H 0.1750 2.2967 3.8600 0.000
H -4.1098 2.7891 0.5414 0.000
H -4.6916 1.4887 -0.4356 0.001
H 2.3308 1.4699 3.6149 0.001
H 4.1121 -0.2633 3.7018 0.000
H 3.9876 -2.1891 2.1001 0.001
H 2.1449 -2.2562 0.4560 0.008
O 0.4298 -3.4964 -3.1665 0.085
C 0.4692 -2.5190 -2.4579 -0.024
N -0.4137 -2.1975 -1.4604 0.033
C -1.3493 -3.2343 -1.0661 -0.005
C -1.3803 -3.2667 0.4336 0.015
C -1.9052 -4.3232 1.1577 -0.005
C -1.9353 -4.2479 2.5384 0.007
C -1.4368 -3.1105 3.1621 -0.005
C -0.9200 -2.1018 2.3817 0.013
N -0.8828 -2.1745 1.0431 -0.024
C 1.5640 -1.5042 -2.5221 0.030
C 2.5726 -1.5480 -3.4648 -0.006
C 3.5621 -0.5818 -3.4115 0.010
C 3.4999 0.3910 -2.4200 -0.006
C 2.4548 0.3703 -1.5204 0.027
N 1.5037 -0.5708 -1.5678 -0.010
H -1.0489 -4.1966 -1.4833 0.000
H -2.3564 -3.0218 -1.4448 0.009
H -2.2817 -5.1908 0.6336 0.000
H -2.3419 -5.0619 3.1229 0.000
H -1.4488 -3.0045 4.2368 0.000
H -0.5329 -1.1973 2.8323 0.000
H 2.5537 -2.3354 -4.2054 0.001
H 4.3702 -0.5809 -4.1301 0.000
H 4.2509 1.1641 -2.3458 0.000
H 2.3544 1.1207 -0.7480 0.001
N -1.8614 5.1433 -3.2289 0.001
C -1.5751 4.1566 -2.3846 0.000
N -1.7155 4.3501 -1.0676 0.001
N -1.1742 3.0056 -2.9216 0.008
C -0.7638 2.0368 -2.1932 0.033
N -0.3823 1.1263 -1.5799 -0.021
H -2.1736 6.0477 -2.9223 0.000
H -1.7267 4.9833 -4.2133 0.000
H -2.0021 5.2421 -0.7021 0.000
H -1.6017 3.5837 -0.4151 -0.001

---

Record 6
116
Properties=species:S:1:pos:R:3:mulliken_spin:R:1 method="wB97M-V/def2-TZVPD" s2=1.130 charge=-2 orbital_gap_ev="5.5 / 5.5" spin_multiplicity=2 homo_ev="-1.5 / -1.5" lumo_energy_ev="4.0 / 4.0"
Co -1.1930 -0.2461 -0.6847 1.012
C -2.9834 -2.3257 1.2129 0.024
C -2.9273 -1.3171 2.3521 0.001
C -4.2169 -0.4840 2.4005 0.001
C -1.7365 -0.3970 2.3781 -0.006
C -1.2549 0.1689 3.5659 0.007
C -0.1683 0.9329 3.2050 0.002
C 0.7330 1.7112 4.1226 -0.002
C 1.5491 0.7552 4.9976 0.000
C -0.0769 2.6811 4.9848 0.000
N -0.0199 0.8198 1.8665 -0.005
N -0.9872 0.0052 1.3584 -0.022
B 0.9508 1.5951 0.9503 0.002
N 0.1755 2.6429 0.1152 -0.017
N -0.6568 2.1856 -0.8431 0.039
C -1.0776 3.2261 -1.5303 -0.014
C -0.5421 4.4117 -0.9869 0.011
C 0.2509 3.9964 0.0673 0.002
C 1.0269 4.8570 1.0232 0.001
C 0.0744 5.6647 1.9098 0.000
C 1.9789 5.7930 0.2744 0.000
C -1.9821 3.0842 -2.7176 0.004
C -1.2408 3.4856 -3.9959 0.000
C -3.2670 3.8926 -2.5435 0.000
N 1.6866 0.6328 -0.0134 -0.009
N 0.9509 -0.0831 -0.9032 0.010
C 1.7881 -0.6100 -1.7833 -0.005
C 3.1029 -0.2345 -1.4634 0.006
C 3.0005 0.5427 -0.3305 0.003
C 4.1582 1.1488 0.4194 -0.002
C 4.2260 0.7464 1.8948 0.000
C 4.2560 2.6657 0.2487 0.001
C 1.2903 -1.4344 -2.9252 -0.002
C 2.3096 -2.4936 -3.3286 0.001
C 0.8913 -0.5353 -4.0990 -0.001
H -3.6887 -3.1203 1.4752 0.000
H -3.3480 -1.8653 0.2951 -0.005
H -2.0134 -2.7778 1.0053 -0.010
H -2.8478 -1.8757 3.2928 0.000
H -4.2855 0.1170 1.4934 -0.001
H -5.0864 -1.1456 2.4419 0.000
H -4.2378 0.1769 3.2709 0.000
H -1.6481 0.0121 4.5580 0.000
H 1.4270 2.2962 3.5240 0.000
H 0.8884 0.1913 5.6600 0.000
H 2.0940 0.0373 4.3837 0.000
H 2.2675 1.3052 5.6117 0.000
H -0.7793 2.1372 5.6201 0.000
H 0.5829 3.2676 5.6298 0.000
H -0.6529 3.3669 4.3626 0.000
H 1.7558 2.1598 1.6191 -0.001
H -0.7118 5.4237 -1.3193 0.001
H 1.6148 4.2103 1.6744 0.001
H -0.5401 6.3295 1.2990 0.000
H -0.5975 5.0043 2.4591 0.000
H 0.6310 6.2724 2.6290 0.000
H 1.4112 6.5053 -0.3291 0.000
H 2.6007 6.3583 0.9743 0.000
H 2.6303 5.2354 -0.3968 0.000
H -2.2704 2.0268 -2.7998 0.003
H -0.9132 4.5286 -3.9493 0.000
H -0.3590 2.8600 -4.1455 0.000
H -1.8932 3.3687 -4.8650 0.000
H -3.0555 4.9645 -2.4748 0.000
H -3.9364 3.7187 -3.3888 0.000
H -3.7897 3.5728 -1.6427 0.000
H 4.0147 -0.5244 -1.9591 0.001
H 5.0371 0.7138 -0.0677 -0.001
H 3.4133 1.1930 2.4632 0.000
H 4.1566 -0.3353 2.0041 0.000
H 5.1712 1.0799 2.3327 0.000
H 3.4214 3.1632 0.7371 0.000
H 5.1837 3.0421 0.6896 0.000
H 4.2385 2.9380 -0.8080 0.000
H 0.3976 -1.9333 -2.5591 0.008
H 3.2267 -2.0348 -3.7159 0.000
H 2.5671 -3.1295 -2.4793 0.000
H 1.8986 -3.1348 -4.1104 0.000
H 1.7342 0.0846 -4.4226 0.000
H 0.5596 -1.1415 -4.9453 -0.001
H 0.0653 0.1174 -3.8103 0.001
O -4.3894 -1.1094 -1.6464 -0.001
S -3.5381 0.0589 -1.7997 0.002
O -4.1611 1.1287 -2.5601 -0.003
O -3.0368 0.5284 -0.4356 -0.035
O -2.1888 -0.3218 -2.4194 -0.036
C 0.0780 -3.1208 2.2859 -0.003
C 1.1587 -3.8253 1.4728 -0.002
C 2.2975 -2.8544 1.1785 0.000
C 0.6518 -4.4925 0.2042 -0.007
C 1.1107 -5.7853 -0.0244 0.004
C 0.7015 -6.5469 -1.1090 -0.003
C -0.2618 -5.9839 -1.9389 0.003
C -0.7555 -4.6964 -1.7674 -0.004
C -1.9320 -4.3056 -2.6593 0.001
C -3.1729 -3.9655 -1.8304 -0.001
C -1.6597 -3.2119 -3.6907 -0.001
C -0.2285 -3.8468 -0.7292 0.011
O -0.5417 -2.6042 -0.6118 0.032
H 0.4946 -2.7232 3.2174 0.000
H -0.7378 -3.8033 2.5391 -0.001
H -0.3384 -2.2980 1.7059 0.000
H 1.5621 -4.6358 2.0922 0.000
H 1.9254 -2.0329 0.5706 0.001
H 3.1067 -3.3455 0.6322 -0.001
H 2.7058 -2.4410 2.1071 0.000
H 1.8045 -6.2144 0.6951 0.000
H 1.0673 -7.5547 -1.2660 0.000
H -0.6700 -6.5785 -2.7527 0.000
H -2.1636 -5.2126 -3.2311 0.000
H -3.0755 -2.9889 -1.3574 0.002
H -3.3298 -4.7170 -1.0517 0.000
H -4.0670 -3.9235 -2.4598 0.000
H -1.6315 -2.2289 -3.2270 0.003
H -2.4660 -3.1906 -4.4317 0.000
H -0.7221 -3.4016 -4.2175 -0.001